Formula: C13H17ClN2Pt
Source: the OMol25 dataset
Level of theory: the ωB97M-V functional and the def2-TZVPD basis

Each line ends with the natural charge from an NBO analysis.
CARTESIAN COORDINATES (ANGSTROEM)
H1 -2.52562 0.67590 -1.38508  0.263
N1 0.37122 1.26435 -2.16138  -0.516
C1 0.55571 -3.01563 -4.21001  -0.096
H2 0.91752 -1.24670 -5.35666  0.250
Pt1 -0.26749 0.00780 -0.82498  1.246
H3 0.14301 -4.55346 -2.72628  0.271
C2 0.83924 3.42806 -2.85265  -0.185
H4 -0.08811 -0.85862 1.68124  0.141
C3 -0.21610 0.80464 2.68865  -0.596
H5 -0.15594 -2.86301 -0.83723  0.254
H6 -1.07743 1.37012 2.97420  0.238
H7 1.14033 1.15334 -5.31907  0.249
H8 0.64586 1.38055 3.07563  0.242
C4 0.50834 -0.75316 -3.37679  0.126
H9 0.56782 -1.14497 3.22690  0.241
C5 0.25419 -3.50411 -2.94856  -0.182
C6 0.48678 2.57456 -1.82448  0.065
N2 0.18757 -1.30485 -2.17903  -0.493
H10 -2.30438 0.45467 0.38911  0.270
C7 -0.25692 -0.64213 2.74216  -0.601
H11 -0.19972 0.94692 1.59417  0.132
H12 0.90569 4.47590 -2.60251  0.271
C8 0.62343 0.68442 -3.35520  0.238
C9 0.68460 -1.66480 -4.40529  -0.156
Cl1 2.03149 -0.09050 0.02449  0.094
C10 0.97128 1.57623 -4.35786  -0.178
H13 -2.50928 -1.00930 -0.67276  0.254
C11 -2.16376 0.02038 -0.59763  -0.853
C12 0.07307 -2.62471 -1.89006  0.064
H14 0.29237 2.82329 -0.76967  0.256
H15 -1.17813 -1.19874 2.96701  0.240
H16 0.68092 -3.71191 -5.02177  0.273
H17 1.33394 3.60841 -4.90777  0.272
C13 1.07412 2.92078 -4.11913  -0.095

Atoms 1-2, force components in eV/Å:
-0.1380 0.2098 -0.2895
0.8830 1.5984 -0.7193

Results
HOMO-LUMO gap (alpha / beta) (eV): 7.6152 / 4.8164
Electronic energy (a.u.): -1193.72408
Total charge: +2
<S²>: 6.010
Multiplicity: 5
HOMO level (alpha / beta) (eV): -15.8 / -16.8